Entry 1:
DFT (wB97M-V/def2-TZVPD) results for a cluster of 2 separate species, C26H24IN4O3S in total at a distorted geometry.

```
59
Properties=species:S:1:pos:R:3
N 0.536 0.154 0.385
C 0.899 0.682 -0.926
N -0.130 1.541 -1.590
C -0.518 1.156 -2.816
C -1.407 1.846 -3.552
C -1.943 3.015 -3.045
C -1.576 3.430 -1.775
C -2.205 4.692 -1.225
C -3.621 4.336 -0.632
C -4.711 4.556 -1.693
C -6.129 4.176 -1.230
S -6.182 2.628 -0.265
C -7.678 1.909 -0.841
N -8.827 2.437 -0.673
N -9.734 1.593 -1.285
C -9.071 0.621 -1.757
O -7.739 0.749 -1.534
C -0.655 2.668 -1.084
I -0.063 3.375 0.825
H -0.417 0.414 0.620
H 1.101 0.674 1.051
H 1.852 1.220 -0.914
H 1.063 -0.179 -1.579
H -0.092 0.246 -3.223
H -1.711 1.537 -4.545
H -2.639 3.612 -3.622
H -1.580 5.214 -0.506
H -2.360 5.350 -2.087
H -3.586 3.254 -0.453
H -3.820 4.894 0.284
H -4.712 5.610 -1.997
H -4.502 3.973 -2.597
H -6.616 5.001 -0.704
H -6.731 4.011 -2.128
H -9.473 -0.224 -2.292
C 1.302 -4.826 1.208
C 1.326 -3.548 0.658
C 2.479 -2.786 0.724
C 3.610 -3.290 1.351
C 3.580 -4.562 1.924
C 2.426 -5.332 1.840
C 4.770 -5.099 2.642
O 4.746 -6.206 3.135
C 5.982 -4.242 2.744
C 7.083 -4.700 3.456
C 8.222 -3.919 3.549
C 8.272 -2.677 2.923
C 7.176 -2.212 2.215
C 6.025 -2.986 2.130
C 4.844 -2.461 1.397
O 4.879 -1.374 0.850
H 0.403 -5.425 1.148
H 0.442 -3.148 0.176
H 2.499 -1.795 0.293
H 2.407 -6.323 2.272
H 7.047 -5.667 3.941
H 9.077 -4.276 4.109
H 9.166 -2.072 2.991
H 7.213 -1.245 1.732
```

Properties
highest occupied orbital energy: -11.358 eV
total charge: +1
energy relative to the best compared isomer or geometry (same formula, charge and spin): 0.0 kJ/mol
molecular weight: 599.5 g mol⁻¹

=====

Entry 2:
DFT (wB97M-V/def2-TZVPD) results for a structure of composition C42H31AsN5O5W at a distorted geometry.

```
85
Properties=species:S:1:pos:R:3
W -0.800 1.070 0.418
O 0.692 3.958 -1.933
C 0.052 3.440 -1.078
N 0.536 2.328 -0.263
C 1.637 2.720 0.569
C 2.792 3.359 0.145
C 3.739 3.674 1.109
C 3.527 3.367 2.450
C 2.362 2.737 2.864
C 1.425 2.413 1.897
N 0.163 1.771 2.135
C -0.140 1.403 3.360
O 1.245 -0.981 2.570
C -1.465 0.790 3.373
C -2.135 0.505 4.544
C -3.358 -0.155 4.479
C -3.837 -0.553 3.242
C -3.125 -0.238 2.098
N -1.971 0.453 2.155
C -1.269 3.898 -0.563
C -1.862 5.071 -0.970
C -3.044 5.453 -0.344
C -3.574 4.644 0.647
C -2.931 3.461 0.978
N -1.789 3.101 0.391
H 2.941 3.613 -0.895
H 4.649 4.178 0.812
H 4.275 3.633 3.184
H 2.172 2.513 3.904
H -1.685 0.796 5.482
H -3.914 -0.375 5.381
H -4.762 -1.103 3.147
H -3.484 -0.537 1.124
H -1.392 5.669 -1.739
H -3.538 6.375 -0.623
H -4.483 4.916 1.166
H -3.334 2.791 1.726
O -3.448 -1.034 -1.174
C -2.744 -0.095 -1.330
O -2.537 0.866 -0.358
C -1.885 0.246 -2.498
C -2.189 -0.040 -3.809
C -1.252 0.326 -4.773
C -0.056 0.897 -4.370
C 0.171 1.124 -3.018
N -0.751 0.833 -2.103
H -3.123 -0.523 -4.062
H -1.453 0.156 -5.823
H 0.699 1.182 -5.089
H 1.102 1.547 -2.664
O -0.324 -0.691 0.183
As 0.698 -2.108 -0.282
C 1.282 -2.967 1.297
C 1.530 -2.311 2.500
C 2.067 -3.017 3.565
C 2.381 -4.358 3.416
C 2.169 -5.013 2.208
C 1.620 -4.320 1.149
C -0.459 -3.182 -1.298
C -0.649 -2.908 -2.655
C -1.537 -3.682 -3.379
C -2.231 -4.711 -2.753
C -2.052 -4.969 -1.400
C -1.166 -4.204 -0.660
C 2.133 -1.295 -1.212
C 2.850 -0.313 -0.529
C 3.956 0.256 -1.136
C 4.346 -0.163 -2.405
C 3.643 -1.160 -3.066
C 2.530 -1.739 -2.471
H 1.458 -0.632 3.450
H 2.250 -2.512 4.506
H 2.805 -4.896 4.253
H 2.430 -6.056 2.095
H 1.455 -4.830 0.207
H -0.109 -2.104 -3.141
H -1.685 -3.493 -4.434
H -2.918 -5.319 -3.327
H -2.599 -5.770 -0.923
H -1.027 -4.404 0.394
H 2.575 -0.012 0.477
H 4.530 1.008 -0.611
H 5.221 0.274 -2.869
H 3.970 -1.504 -4.038
H 2.008 -2.540 -2.978
```

Properties
highest occupied orbital energy: -16.261 eV
total charge: +3
energy relative to the best compared isomer or geometry (same formula, charge and spin): 280.5 kJ/mol
molecular weight: 944.5 g mol⁻¹

=====

Please write out number 1 again, unchanged.
DFT (wB97M-V/def2-TZVPD) results for a cluster of 2 separate species, C26H24IN4O3S in total at a distorted geometry.

```
59
Properties=species:S:1:pos:R:3
N 0.536 0.154 0.385
C 0.899 0.682 -0.926
N -0.130 1.541 -1.590
C -0.518 1.156 -2.816
C -1.407 1.846 -3.552
C -1.943 3.015 -3.045
C -1.576 3.430 -1.775
C -2.205 4.692 -1.225
C -3.621 4.336 -0.632
C -4.711 4.556 -1.693
C -6.129 4.176 -1.230
S -6.182 2.628 -0.265
C -7.678 1.909 -0.841
N -8.827 2.437 -0.673
N -9.734 1.593 -1.285
C -9.071 0.621 -1.757
O -7.739 0.749 -1.534
C -0.655 2.668 -1.084
I -0.063 3.375 0.825
H -0.417 0.414 0.620
H 1.101 0.674 1.051
H 1.852 1.220 -0.914
H 1.063 -0.179 -1.579
H -0.092 0.246 -3.223
H -1.711 1.537 -4.545
H -2.639 3.612 -3.622
H -1.580 5.214 -0.506
H -2.360 5.350 -2.087
H -3.586 3.254 -0.453
H -3.820 4.894 0.284
H -4.712 5.610 -1.997
H -4.502 3.973 -2.597
H -6.616 5.001 -0.704
H -6.731 4.011 -2.128
H -9.473 -0.224 -2.292
C 1.302 -4.826 1.208
C 1.326 -3.548 0.658
C 2.479 -2.786 0.724
C 3.610 -3.290 1.351
C 3.580 -4.562 1.924
C 2.426 -5.332 1.840
C 4.770 -5.099 2.642
O 4.746 -6.206 3.135
C 5.982 -4.242 2.744
C 7.083 -4.700 3.456
C 8.222 -3.919 3.549
C 8.272 -2.677 2.923
C 7.176 -2.212 2.215
C 6.025 -2.986 2.130
C 4.844 -2.461 1.397
O 4.879 -1.374 0.850
H 0.403 -5.425 1.148
H 0.442 -3.148 0.176
H 2.499 -1.795 0.293
H 2.407 -6.323 2.272
H 7.047 -5.667 3.941
H 9.077 -4.276 4.109
H 9.166 -2.072 2.991
H 7.213 -1.245 1.732
```

Properties
highest occupied orbital energy: -11.358 eV
total charge: +1
energy relative to the best compared isomer or geometry (same formula, charge and spin): 0.0 kJ/mol
molecular weight: 599.5 g mol⁻¹